Below is C15H18N2O in the gas phase, with properties calculated with ωB97M-V with the def2-TZVPD basis set.

The geometry in XYZ format:
```
36
C15H18N2O (ωB97M-V with the def2-TZVPD basis set)
C 4.8514 -0.9423 2.3803
C 4.8530 -1.9595 1.4378
C 3.9281 -1.9574 0.4118
C 2.9930 -0.9278 0.3261
C 2.9934 0.0936 1.2730
C 3.9219 0.0820 2.2964
H 3.9223 0.8731 3.0319
H 2.2619 0.8824 1.1903
C 2.0143 -0.9142 -0.7421
N 1.8959 -1.8484 -1.6513
O 0.8634 -1.4483 -2.4417
C 0.4245 -0.2835 -1.9467
N 1.0974 0.0904 -0.9042
C -0.7284 0.3987 -2.5736
H -0.7272 0.1712 -3.6407
H -0.6134 1.4718 -2.4270
C -2.0528 -0.0751 -1.9523
C -2.1466 0.2145 -0.4551
C -2.0467 1.7104 -0.1229
H -1.0148 2.0252 0.0191
C -2.8905 1.8663 1.1375
H -3.1680 2.9012 1.3337
H -2.3450 1.4832 2.0012
C -4.0957 0.9784 0.8433
H -4.7755 1.5001 0.1677
H -4.6501 0.7107 1.7416
C -3.4945 -0.2474 0.1448
H -3.3311 -1.0509 0.8628
H -4.1623 -0.6276 -0.6281
H -2.4871 2.3014 -0.9287
H -1.3302 -0.3076 0.0507
H -2.1578 -1.1498 -2.1202
H -2.8704 0.4294 -2.4716
H 3.9122 -2.7394 -0.3311
H 5.5793 -2.7560 1.5058
H 5.5761 -0.9488 3.1813
```

## Properties
HOMO level   -0.3325 Eh
Kohn-Sham gap   9.768 eV
Energy   -20874.55063 eV
Structure (SMILES)   c1ccc(-c2noc(CCC3CCCC3)n2)cc1
LUMO level   0.72 eV
Energy relative to the best compared isomer or geometry (same formula, charge and spin)   1.624 eV

=====

Below is C15H18N2OS in the gas phase, with properties calculated with ωB97M-V with the def2-TZVPD basis set.

The geometry in XYZ format:
```
37
C15H18N2OS (ωB97M-V with the def2-TZVPD basis set)
C -3.1424 -2.6243 -0.7185
C -2.1231 -1.4932 -0.6922
H -1.5921 -1.4938 0.2601
H -2.6331 -0.5327 -0.7912
C -1.1006 -1.6330 -1.8248
C -0.1089 -0.5123 -1.7982
C -0.2605 0.6208 -2.5348
C 0.7338 1.6591 -2.5163
O 0.7250 2.7143 -3.1104
N 1.8311 1.3318 -1.6957
C 1.8763 0.2038 -0.9611
N 0.9630 -0.7060 -0.9802
S 3.3118 -0.0218 0.0241
C 2.6237 -1.0717 1.3470
H 3.4329 -1.7235 1.6723
H 1.8301 -1.6500 0.8760
C 2.1008 -0.2201 2.5050
C 0.9872 0.6807 2.0492
C -0.3311 0.2473 2.0785
C -1.3469 1.0492 1.5895
C -1.0542 2.2885 1.0468
C 0.2554 2.7350 1.0233
C 1.2674 1.9395 1.5311
H 2.2875 2.2974 1.5232
H 0.4887 3.7040 0.6074
H -1.8439 2.9076 0.6488
H -2.3698 0.7050 1.6289
H -0.5617 -0.7241 2.4936
H 2.9227 0.3741 2.9097
H 1.7444 -0.8961 3.2856
H 2.5853 2.0072 -1.6460
H -1.1200 0.7730 -3.1665
H -1.6196 -1.6371 -2.7843
H -0.5646 -2.5758 -1.7052
H -3.8588 -2.5089 0.0914
H -2.6488 -3.5870 -0.6060
H -3.6872 -2.6271 -1.6600
```

## Properties
HOMO level   -0.3150 Eh
Kohn-Sham gap   9.124 eV
Energy   -31711.17366 eV
Structure (SMILES)   CCCc1cc(=O)[nH]c(SCCc2ccccc2)n1
LUMO level   0.55 eV
Energy relative to the best compared isomer or geometry (same formula, charge and spin)   0.056 eV

=====

Below is C15H18N6O3 in the gas phase, with properties calculated with ωB97M-V with the def2-TZVPD basis set.

The geometry in XYZ format:
```
42
C15H18N6O3 (ωB97M-V with the def2-TZVPD basis set)
C -1.5822 0.4589 3.1006
H -0.9427 1.2299 2.6765
C -0.9739 -0.1156 4.3791
C -0.8361 0.9561 5.4793
C 0.6280 1.2919 5.7591
C 1.3840 1.4672 4.4543
N 1.3495 0.2390 3.6659
C 2.2414 0.1543 2.6698
O 3.0116 1.0546 2.4013
C 2.2902 -1.1586 1.8483
N 1.2314 -1.2067 0.8914
N 1.2970 -0.6363 -0.2837
C 0.0994 -0.8980 -0.8052
N -0.6462 -1.6145 0.0609
N 0.0762 -1.7946 1.1067
C -0.3458 -0.4792 -2.1162
C 0.4958 0.2842 -2.9267
C 0.0693 0.6815 -4.1759
C -1.2001 0.3130 -4.6104
C -2.0468 -0.4469 -3.8097
C -1.6177 -0.8428 -2.5610
H -2.2487 -1.4326 -1.9152
H -3.0246 -0.7131 -4.1810
N -1.6473 0.7274 -5.9163
O -0.8857 1.3895 -6.5889
O -2.7587 0.3890 -6.2647
H 0.6974 1.2723 -4.8249
H 1.4733 0.5550 -2.5603
H 3.2358 -1.1390 1.3020
H 2.2315 -2.0393 2.4882
C 0.3835 -0.7622 4.0691
H 0.7522 -1.2906 4.9573
H 0.2353 -1.4889 3.2719
H 2.4327 1.7238 4.6318
H 0.9438 2.2838 3.8701
H 0.6947 2.2163 6.3334
H 1.0953 0.5035 6.3512
H -1.3094 0.6177 6.4017
H -1.3521 1.8630 5.1612
H -1.6313 -0.9160 4.7313
H -2.5553 0.8967 3.3086
H -1.7152 -0.3262 2.3598
```

## Properties
HOMO level   -0.3500 Eh
Kohn-Sham gap   8.740 eV
Energy   -30927.24361 eV
Structure (SMILES)   C[C@@H]1CCCN(C(=O)Cn2nnc(-c3ccc([N+](=O)[O-])cc3)n2)C1
LUMO level   -0.78 eV
Energy relative to the best compared isomer or geometry (same formula, charge and spin)   1.263 eV

=====

Below is a molecular structure, C15H18NO9P2Ru, with properties calculated with ωB97M-V with the def2-TZVPD basis set.

The geometry in XYZ format:
```
46
C15H18NO9P2Ru (ωB97M-V with the def2-TZVPD basis set)
Ru -0.3726 -0.0281 0.0490
C 0.2672 0.4222 4.2336
C -0.4857 -0.6545 4.7953
C -1.1249 -1.5159 3.9600
C -1.0310 -1.3630 2.5552
N -0.3404 -0.2400 2.0286
C 0.2989 0.5777 2.8742
C -1.5004 -2.2590 1.5787
C -2.2737 -3.4315 1.8069
C -2.7317 -4.1665 0.7403
C -2.4114 -3.8215 -0.5720
C -1.5829 -2.7125 -0.8216
C -1.1702 -1.9373 0.2222
H 0.8187 1.0828 4.8799
H -0.5157 -0.7809 5.8654
H -1.6822 -2.3553 4.3447
H 0.8754 1.3815 2.4222
H -2.5036 -3.7330 2.8170
H -3.3528 -5.0335 0.9165
H -2.7891 -4.4014 -1.3984
H -1.3044 -2.4729 -1.8419
C 3.3584 1.2191 -3.3591
C 2.4291 0.3768 -2.5186
O 2.6462 -1.0081 -2.7147
P 0.6584 0.5160 -3.0069
O 0.5948 -0.0910 -4.4688
O 0.1621 1.9813 -3.2535
O -0.2580 -0.2497 -2.0985
P 2.5972 0.7434 -0.7067
O 1.5365 2.0041 -0.6132
O 3.9355 1.1761 -0.2933
O 1.9309 -0.4241 -0.0113
H 3.3560 0.8818 -4.3949
H 4.3653 1.1304 -2.9521
H 3.0419 2.2596 -3.3097
H 2.5204 -1.4413 -1.8530
H 1.1269 -0.8831 -4.5722
H -0.5775 2.1653 -2.6361
H 2.0237 2.7992 -0.3822
C -1.6232 4.1152 0.5842
O -1.0406 2.8217 0.8541
C -1.0496 1.9226 -0.1068
O -1.5340 2.1417 -1.2141
H -0.8748 4.8755 0.8029
H -2.4889 4.2510 1.2314
H -1.9251 4.1594 -0.4640
```

## Properties
HOMO level (alpha / beta)   -0.3024 / -0.3079 Eh
Kohn-Sham gap (alpha / beta)   6.933 / 7.447 eV
Energy   -56928.48111 eV
Multiplicity   2
LUMO level (alpha / beta)   -1.30 / -0.93 eV
<S²>   0.7934

=====

Below is 2 unconnected molecules or ions with the total composition C15H18O, with properties calculated with ωB97M-V with the def2-TZVPD basis set.

The geometry in XYZ format:
```
34
C15H18O (ωB97M-V with the def2-TZVPD basis set)
C -1.8290 1.9101 -0.4681
C -3.0044 2.0550 -1.4601
C -0.5643 1.5200 -1.0863
C -0.4089 0.6293 -2.0544
C 0.5342 2.3137 -0.6164
C 0.8932 0.3420 -2.5217
C 1.8012 2.0116 -1.0368
C 2.0132 1.0643 -2.1046
O 3.2978 0.7270 -2.4110
H -1.8263 2.6861 0.2597
H -2.2422 1.0737 0.2000
H -2.7252 2.2868 -2.5022
H -1.1354 -0.0463 -2.4567
H 0.4223 3.0498 0.1573
H 1.1922 -0.4745 -3.1602
H 2.6386 2.6344 -0.6813
H 3.2457 -0.1001 -2.9129
H -3.8162 2.7119 -1.1318
H -3.4834 1.0923 -1.4460
C -0.0877 -3.5061 0.2834
C -0.3963 -0.5684 3.4117
C 0.2570 -0.2987 2.2438
C -1.1121 -1.7901 3.5165
C 0.4951 -1.2644 1.2455
C -1.0919 -2.6526 2.4625
C -0.2274 -2.4612 1.3618
H -0.4914 0.2687 4.1069
H 0.5365 0.7522 2.1325
H -1.7561 -1.9217 4.3559
H 1.2070 -1.1215 0.4541
H -1.3884 -3.7064 2.6667
H -0.9853 -4.1156 0.2346
H 0.7756 -4.1593 0.3919
H 0.2410 -3.0988 -0.7056
```

## Properties
HOMO level   -0.3068 Eh
Kohn-Sham gap   9.045 eV
Energy   -17893.06596 eV
Structure (SMILES)   CCc1ccc(O)cc1.Cc1ccccc1
LUMO level   0.70 eV
Energy relative to the best compared isomer or geometry (same formula, charge and spin)   1.606 eV

=====

Below is 2 unconnected molecules or ions with the total composition C15H18O, with properties calculated with ωB97M-V with the def2-TZVPD basis set.

The geometry in XYZ format:
```
34
C15H18O (ωB97M-V with the def2-TZVPD basis set)
C 2.3047 0.5717 -0.6215
C 3.2464 -0.6258 -0.2248
C 1.9592 1.4047 0.5813
C 2.5541 2.6344 0.8287
C 0.8268 1.0112 1.3473
C 2.1353 3.4282 1.8808
C 0.3829 1.8879 2.3293
C 1.0738 3.0327 2.7428
O 0.7289 3.8499 3.7530
H 2.8977 1.1106 -1.3700
H 1.4383 0.0205 -1.0022
H 3.2666 -1.5954 -0.8112
H 3.4699 2.9493 0.3167
H 0.2360 0.1012 1.0926
H 2.6494 4.2999 2.2446
H -0.4441 1.5649 2.9598
H -0.1283 4.2945 3.5764
H 2.6211 -1.1550 0.5515
H 4.3034 -0.3763 -0.0323
C -0.6215 -2.5360 -0.2452
C -4.1506 -2.3117 -1.4972
C -4.0828 -1.2975 -2.3874
C -3.0485 -2.6700 -0.7306
C -1.8395 -1.9974 -0.9039
C -2.8664 -0.6174 -2.5671
C -1.7172 -0.9782 -1.8623
H -4.9972 -2.9594 -1.4085
H -4.8095 -1.0697 -3.2196
H -2.9703 -3.3446 0.1065
H -2.7630 -0.0349 -3.4842
H -0.6015 -2.2729 0.8757
H 0.3397 -2.2829 -0.6782
H -0.8365 -0.4035 -2.0359
H -0.5572 -3.6330 -0.1050
```

## Properties
HOMO level   -0.3158 Eh
Kohn-Sham gap   9.339 eV
Energy   -17892.74110 eV
Structure (SMILES)   CCc1ccc(O)cc1.Cc1ccccc1
LUMO level   0.75 eV
Energy relative to the best compared isomer or geometry (same formula, charge and spin)   1.931 eV

=====

| no. | strongest force on any atom (Eh/bohr) |
| --- | --- |
| 1 | 0.0239 |
| 2 | 0.0111 |
| 3 | 0.0265 |
| 4 | 0.0784 |
| 5 | 0.0864 |
| 6 | 0.0775 |